The following is a quantum chemistry calculation of a cluster of 10 separate species, C31H89N13O10 in total at a distorted geometry, from the Open Molecules 2025 dataset.

- total charge = 0
- gap between HOMO and LUMO (eV) = 8.9
- multiplicity = 1
- structure (SMILES) = COC[C@H](C)N.COC[C@H](C)N.COC[C@H](C)N.COC[C@H](C)N.COC[C@H](C)N.COC[C@H](C)N.COC[C@H](C)N.NC(N)=O.NC(N)=O.NC(N)=O

CARTESIAN COORDINATES (ANGSTROEM)
O -0.647 -10.803 -3.296
O 3.819 -6.324 -11.506
O 3.379 -1.149 -4.299
O 3.950 -9.988 -9.436
O 1.455 -5.971 -7.546
O 1.956 -12.353 -13.327
O -0.325 -3.192 -8.977
O 4.302 0.249 -7.830
O -0.629 -11.341 -7.735
O 0.226 -6.391 -3.339
N 4.399 -11.979 -8.402
N -1.087 -5.274 -9.626
N -1.355 -3.392 -10.996
N 2.049 -13.345 -6.135
N 1.120 -9.227 -9.146
N 3.436 -4.564 -3.420
N 5.757 -11.194 -10.110
N 1.212 -0.354 -4.377
N 1.930 -2.169 -5.672
N 1.635 -9.015 -3.600
N 5.059 -1.605 -9.930
N 0.933 -7.422 -12.023
N 5.570 -12.406 -13.164
C 2.441 -6.759 -13.809
C 3.895 -0.689 -9.960
C 1.911 -4.591 -1.528
C 2.345 -4.895 -7.675
C 1.090 -11.256 -13.443
C 1.167 -5.392 -3.754
C 1.708 -7.012 -8.466
C 1.286 -12.609 -7.172
C 3.267 -11.973 -12.969
C 2.235 -7.739 -12.662
C 3.369 -7.650 -11.651
C -0.918 -6.359 -4.183
C -0.134 -12.254 -6.786
C 0.758 -8.170 -8.232
C 4.260 -13.067 -13.307
C -0.110 -10.073 -2.214
C 1.380 -9.899 -2.437
C 4.209 0.577 -9.201
C 2.347 -5.293 -2.795
C 4.918 -6.186 -10.645
C 1.386 -13.316 -8.506
C 2.232 -1.211 -4.721
C 4.371 1.356 -6.983
C 0.833 -8.631 -6.780
C -2.042 -11.336 -7.893
C 4.642 -10.993 -9.311
C 2.639 -1.368 -9.438
C 2.109 -9.369 -1.199
C -2.041 -10.777 -3.343
C 4.216 -14.322 -12.454
C -0.882 -3.915 -9.793
H 3.137 -3.602 -3.561
H 1.584 -13.174 -5.235
H 2.744 -4.590 -0.822
H 4.486 -14.199 -11.406
H 5.264 -5.157 -10.732
H -0.794 -13.131 -6.668
H 2.784 -4.861 -8.678
H -0.121 -11.815 -5.771
H 1.839 -3.946 -7.512
H 1.071 -10.844 -14.460
H 5.035 -2.173 -10.780
H -1.809 -3.955 -11.686
H 4.671 -6.440 -9.609
H 3.163 -4.997 -6.950
H -2.373 -12.291 -8.314
H 1.843 -14.345 -6.215
H 3.454 1.350 -9.383
H -0.279 -7.881 -8.441
H 1.574 -5.748 -4.715
H 2.083 -8.281 -1.277
H 3.588 -11.116 -13.585
H -2.319 -10.503 -8.533
H 5.732 -11.999 -12.235
H 3.667 -4.942 -4.332
H 2.758 -7.333 -8.418
H -0.616 -6.369 -5.236
H 6.345 -13.066 -13.191
H 6.306 -11.997 -9.857
H 1.631 -9.714 -0.283
H 1.803 -11.640 -7.208
H 4.226 -8.285 -11.947
H 0.645 -4.437 -3.889
H 3.359 -11.591 -11.943
H 3.236 -14.818 -12.484
H 2.293 -13.905 -8.640
H 3.632 -11.825 -7.774
H -0.270 -10.701 -1.318
H 0.188 -9.468 -6.514
H 4.066 -13.293 -14.356
H 0.510 -13.970 -8.594
H -0.511 -5.654 -8.890
H -1.411 -2.391 -11.006
H 3.465 -6.736 -14.175
H 4.881 -12.854 -8.441
H 0.593 -10.083 -9.106
H -1.478 -5.422 -4.053
H -2.455 -9.761 -3.348
H -2.349 -11.357 -4.214
H 0.790 -8.076 -11.247
H 0.068 -11.592 -13.249
H 2.211 -5.759 -13.428
H 3.090 -8.041 -10.671
H -1.531 -7.207 -3.887
H 4.110 1.026 -5.972
H 1.112 -5.161 -1.048
H 2.507 -1.265 -8.367
H 1.492 -6.672 -9.493
H 1.789 -0.907 -9.960
H 5.754 -6.818 -10.985
H 1.829 -9.092 -6.663
H 1.321 -10.451 -12.737
H 6.156 -10.488 -10.695
H 2.614 -2.745 -6.117
H -2.512 -11.189 -6.911
H 1.698 -6.921 -14.589
H 1.474 0.461 -3.861
H 5.355 1.832 -6.913
H 0.838 -7.830 -6.041
H 2.640 -6.310 -2.529
H -2.532 -11.278 -2.490
H 1.366 -12.655 -9.364
H 1.552 -3.572 -1.676
H -0.609 -9.121 -1.988
H 1.154 -9.436 -4.390
H 2.124 -9.372 -9.217
H 1.787 -10.884 -2.693
H 0.973 -2.173 -5.980
H 1.115 -6.543 -11.531
H -1.746 -5.751 -10.204
H 4.873 -15.074 -12.902
H 3.702 -0.380 -10.999
H 3.598 2.106 -7.211
H 1.108 -8.152 -3.427
H 2.526 -2.390 -9.807
H 0.302 -0.533 -4.752
H 3.150 -9.682 -1.217
H 5.877 -1.041 -10.187
H 2.234 -8.762 -13.046
H 5.196 0.953 -9.512